No. 1
Here is 40 unconnected molecules or ions with the total composition H80O40 at a distorted geometry from the OMol25 dataset. Energies are from ωB97M-V with the def2-TZVPD basis set.

Each line ends with the Löwdin charge.
CARTESIAN COORDINATES (ANGSTROEM)
H 2.065 -0.149 -2.487  0.05
H 1.490 0.226 -3.946  0.05
O 1.305 -0.224 -3.096  -0.10
H -3.939 1.287 -1.150  -0.03
H -4.934 1.360 -2.291  0.03
O -4.822 1.064 -1.388  -0.01
H 2.250 0.529 6.065  -0.03
H 0.738 0.303 6.209  0.03
O 1.609 0.019 6.493  -0.03
H 6.806 0.205 0.104  0.09
H 6.714 -1.049 -0.719  0.09
O 6.112 -0.405 -0.272  -0.09
H -0.554 2.463 -0.932  0.02
H -1.835 3.546 -0.896  0.02
O -1.018 3.211 -1.269  -0.03
H -3.170 -3.846 3.397  0.01
O -4.038 -3.628 3.140  -0.07
H -2.905 -3.847 -3.956  0.09
O -2.478 -2.991 -3.809  -0.03
H 0.814 -2.712 4.536  0.00
H 0.478 -4.329 4.481  0.01
O 0.246 -3.444 4.669  -0.02
H -0.309 3.876 3.510  0.02
H 0.002 2.692 2.821  0.06
O 0.255 3.701 2.772  -0.07
H -4.470 -0.454 -3.604  -0.03
H -5.777 0.165 -3.659  0.11
O -5.074 -0.292 -4.302  -0.07
H 2.390 -4.452 -2.042  0.02
H 3.946 -4.391 -1.629  0.03
O 3.058 -4.600 -1.356  -0.04
H -4.791 4.191 1.974  -0.02
O -5.164 3.654 2.636  -0.01
H 4.940 4.902 -0.544  0.05
H 4.879 3.919 0.576  0.03
O 4.321 4.395 -0.031  -0.02
H 0.746 -3.786 0.270  0.05
H 0.069 -2.528 -0.238  0.01
O 0.069 -3.479 -0.351  -0.04
H -4.337 -0.732 2.963  0.11
H -4.731 -0.167 1.626  0.03
O -4.657 -1.058 2.009  -0.08
H -3.327 -2.678 -1.339  0.01
H -3.681 -3.770 -0.350  0.07
O -4.064 -2.947 -0.763  -0.08
H 4.569 -0.784 0.848  0.03
H 3.770 -2.022 0.383  0.07
O 3.676 -1.214 0.931  -0.07
H -1.822 -0.568 -1.226  0.07
H -3.151 -0.990 -0.287  0.05
O -2.176 -0.997 -0.279  -0.19
H 0.202 5.898 -0.444  0.04
O 0.535 5.118 -0.036  -0.03
H -2.266 0.184 0.929  0.07
H -2.684 1.103 -0.072  0.05
O -2.170 1.213 0.811  -0.13
H -0.136 0.502 2.025  0.00
O 0.743 0.266 2.221  -0.01
H 4.787 1.943 1.548  -0.01
H 4.749 0.574 2.323  0.01
O 5.258 1.174 1.828  -0.03
H 2.536 2.157 -5.776  0.03
H 1.022 1.764 -5.336  -0.01
O 1.863 1.520 -5.689  -0.01
H -2.605 1.545 3.865  0.04
H -1.960 1.670 2.544  -0.02
O -1.809 1.958 3.452  -0.07
H -0.723 -5.039 -2.059  0.06
H 0.712 -5.083 -1.766  -0.03
O 0.057 -5.686 -2.135  -0.08
H -3.326 -2.320 1.543  -0.04
H -1.921 -2.193 0.961  -0.01
O -2.486 -2.758 1.502  -0.10
H 1.943 2.234 3.385  0.02
H 3.231 2.159 3.867  0.07
O 2.388 1.727 4.088  -0.05
H 2.784 4.630 -1.400  0.01
H 1.562 3.818 -1.967  0.00
O 2.523 3.844 -1.888  -0.06
H 2.829 1.054 0.167  -0.02
H 2.900 2.598 -0.070  0.01
O 3.200 1.865 0.438  -0.03
H -2.623 1.253 -2.333  0.07
H -1.370 0.156 -2.564  0.08
O -2.298 0.373 -2.132  -0.12
H -0.585 4.371 -4.153  0.04
H -0.009 3.338 -3.219  0.01
O 0.160 3.773 -4.080  -0.05
H -0.610 0.677 -4.333  0.07
O -1.111 -0.122 -4.039  -0.08
H 4.556 0.596 -1.170  0.07
H 4.999 1.004 -2.637  0.06
O 4.169 0.711 -2.157  -0.13
H 0.169 4.374 0.388  -0.01
H -4.286 -4.307 2.457  0.08
H 1.250 0.662 2.934  0.02
H -3.024 -2.389 -4.322  0.06
H -5.318 2.795 2.274  0.02
H -0.274 -0.663 -4.319  0.08
O 3.831 -5.216 2.798  -0.09
H 3.538 -4.277 2.804  -0.02
H 2.969 -5.538 2.500  0.02
O -0.092 -2.454 -5.311  -0.10
H 0.544 -2.898 -4.682  0.06
H -1.016 -2.512 -4.922  0.02
O 2.617 -2.959 2.521  -0.05
H 1.947 -3.477 2.100  0.03
H 2.584 -2.071 2.114  0.03
O 0.449 -2.436 -2.588  -0.07
H 0.677 -1.608 -2.129  0.02
H -0.436 -2.517 -2.908  -0.01
O -3.070 -0.322 5.087  -0.10
H -3.887 -0.900 5.409  0.13
H -2.674 0.146 5.830  0.03
O -2.709 4.819 0.631  -0.05
H -3.292 5.578 0.935  0.09
H -1.861 5.221 0.497  0.00
O 0.887 0.300 -0.415  -0.08
H 0.066 -0.175 -0.451  -0.01
H 1.300 0.081 0.529  0.07

## Properties
- E_tot: -3057.27731 a.u.
- Kohn-Sham gap: 9.2 eV
- Energy above the lowest of the compared OMol25 structures with the same formula, charge and spin: 301.2 kcal/mol
- Net charge: 0
- HOMO: -9.81 eV

No. 2
Here is a molecular structure, H80O40 at a distorted geometry from the OMol25 dataset. Energies are from ωB97M-V with the def2-TZVPD basis set.

Each line ends with the Löwdin charge.
CARTESIAN COORDINATES (ANGSTROEM)
H 3.608 -4.357 -2.315  0.05
H 4.143 -4.782 -0.948  0.04
O 3.653 -4.089 -1.386  -0.04
H 2.352 -1.386 -6.138  0.02
H 2.826 -2.026 -4.858  0.00
O 3.036 -1.982 -5.791  -0.06
H -5.903 3.201 1.786  0.03
H -4.759 4.003 2.207  0.02
O -5.503 4.054 1.606  -0.05
H -0.877 -0.621 5.106  -0.02
H 0.295 -1.666 5.349  0.01
O -0.133 -0.856 5.668  -0.06
H -0.672 3.900 2.563  0.03
H 0.741 3.965 3.046  0.03
O -0.040 3.411 3.106  -0.05
H 4.262 -0.716 -1.054  0.04
O 3.745 -0.542 -1.854  -0.05
H -5.758 -2.879 1.292  0.01
O -5.620 -2.480 0.428  -0.07
H -3.563 -1.319 3.459  0.10
H -2.538 -2.142 4.118  0.08
O -3.346 -2.267 3.588  -0.04
H -4.588 -3.687 2.549  0.00
H -3.891 -3.263 3.983  -0.09
O -4.068 -3.930 3.305  -0.10
H -4.210 1.355 -3.286  0.01
H -5.345 0.418 -3.386  0.04
O -4.473 0.564 -3.764  -0.05
H 2.996 1.418 -3.510  0.03
H 4.516 1.579 -2.890  0.05
O 3.629 1.921 -2.997  -0.03
H 0.902 2.693 -3.455  0.02
O 0.747 3.062 -4.334  -0.03
H 3.181 -5.923 1.997  0.08
H 2.895 -4.966 3.071  0.04
O 3.033 -4.922 2.107  -0.09
H 1.363 -2.046 -0.530  -0.01
H 0.101 -2.515 0.229  0.02
O 1.012 -2.246 0.311  -0.02
H -4.005 5.507 0.196  0.01
H -2.991 6.436 -0.462  0.03
O -3.158 5.934 0.339  -0.06
H -3.828 0.006 -0.877  0.05
H -3.042 -0.123 0.238  0.13
O -3.576 -0.846 -0.446  -0.16
H 5.579 1.505 1.096  0.05
H 4.153 1.084 0.467  0.03
O 4.627 1.561 1.157  -0.03
H -1.850 -4.491 -0.177  0.05
H -2.237 -3.086 -0.141  -0.02
O -2.514 -3.936 0.244  -0.05
H 2.655 1.821 -1.588  -0.01
O 1.909 1.894 -0.975  -0.08
H -0.974 -3.714 4.364  -0.02
H 0.504 -3.877 4.546  0.01
O -0.301 -3.745 5.078  -0.09
H 3.303 3.674 2.679  -0.02
O 3.352 3.040 3.395  -0.06
H 2.376 -2.516 2.555  0.05
H 1.783 -1.230 3.172  0.00
O 1.813 -2.203 3.311  -0.07
H 1.824 4.494 -2.802  0.03
H 2.715 3.555 -2.092  0.01
O 2.072 4.272 -1.901  -0.05
H 1.249 -0.642 1.409  0.04
H 1.694 0.797 1.976  0.03
O 1.332 0.324 1.214  -0.07
H -3.493 3.182 -4.579  0.05
H -2.506 4.045 -3.645  0.00
O -3.297 4.041 -4.173  -0.03
H 0.306 -0.132 -1.910  0.07
H 0.184 0.616 -0.483  0.02
O 0.037 -0.196 -0.972  -0.08
H 0.484 3.157 -0.712  -0.01
H 0.471 3.073 0.852  0.02
O 0.094 3.548 0.095  -0.07
H -1.133 2.020 -1.314  0.01
H -1.859 2.900 -2.282  0.01
O -2.027 2.255 -1.596  -0.02
H 0.071 -2.220 -4.856  0.01
H -0.599 -1.856 -6.214  0.04
O -0.072 -1.501 -5.504  -0.07
H -1.091 -1.407 -0.965  -0.04
H -2.386 -2.097 -1.546  0.08
O -1.421 -2.199 -1.346  -0.08
H 5.887 1.679 -1.201  0.06
H 6.756 0.385 -1.450  0.07
O 5.870 0.716 -1.280  -0.04
H -0.541 -4.357 2.353  0.07
O -1.230 -3.844 2.784  -0.07
H -2.598 0.814 4.551  0.05
H -2.312 -0.207 5.890  0.06
O -2.789 0.052 5.088  -0.04
H 1.987 1.156 -0.367  0.00
H 2.810 -0.759 -1.715  0.02
H 4.049 2.570 2.947  -0.01
H -4.776 -1.987 0.553  0.00
H -0.114 3.473 -4.379  0.05
H -1.953 -3.933 2.122  0.03
O -1.240 -3.522 -4.358  -0.05
H -1.705 -3.768 -3.521  0.07
H -1.684 -4.044 -5.026  0.06
O -1.770 -0.434 1.340  -0.05
H -1.009 -0.326 0.730  0.02
H -1.885 -1.400 1.447  0.06
O -3.098 2.475 0.974  -0.07
H -2.142 2.413 0.756  0.02
H -3.049 2.116 1.887  0.04
O 1.160 0.489 -4.095  -0.08
H 0.953 0.300 -5.043  0.06
H 1.524 1.387 -4.282  0.01
O 1.252 -2.471 -2.719  -0.03
H 0.600 -3.195 -2.774  0.05
H 1.986 -2.852 -2.233  0.00
O 3.831 4.332 1.050  -0.05
H 3.531 4.029 0.184  0.03
H 4.625 3.803 1.229  0.03
O 2.700 0.570 3.564  -0.09
H 2.294 1.058 4.325  0.09
H 2.949 -0.138 4.195  0.07

## Properties
- E_tot: -3057.31320 a.u.
- Kohn-Sham gap: 7.7 eV
- Energy above the lowest of the compared OMol25 structures with the same formula, charge and spin: 278.7 kcal/mol
- Net charge: 0
- HOMO: -8.36 eV

No. 3
Here is 40 unconnected molecules or ions with the total composition H80O40 at a distorted geometry from the OMol25 dataset. Energies are from ωB97M-V with the def2-TZVPD basis set.

Each line ends with the Löwdin charge.
CARTESIAN COORDINATES (ANGSTROEM)
H -1.596 -3.015 -0.539  0.07
H -0.690 -3.128 -1.858  0.05
O -0.776 -2.639 -1.001  -0.09
H 2.582 -1.450 0.820  0.03
H 1.325 -2.469 1.014  0.04
O 1.961 -1.871 1.505  -0.09
H -2.832 1.463 -0.188  0.02
H -3.545 1.478 -1.595  0.04
O -3.281 2.053 -0.833  -0.10
H 5.525 2.142 -1.935  0.08
H 5.566 3.386 -1.047  0.03
O 5.312 3.104 -1.918  -0.03
H -2.887 -4.011 2.969  0.09
H -1.869 -5.205 3.154  0.06
O -1.913 -4.245 3.038  -0.06
H -3.384 0.476 5.738  0.04
O -4.068 1.054 5.354  -0.03
H -2.330 -5.112 -3.987  0.04
O -2.559 -4.526 -3.289  0.02
H 1.506 4.360 -0.516  0.09
H 2.392 3.776 0.734  -0.11
O 2.363 4.160 -0.038  -0.03
H 0.764 -5.461 1.182  0.05
H 0.048 -6.642 0.711  -0.02
O 0.774 -6.163 0.426  -0.07
H 1.039 2.770 2.044  0.01
H 2.134 2.263 2.964  -0.11
O 1.921 2.710 2.273  0.03
H -0.988 0.540 -3.347  0.02
H -1.050 1.574 -4.664  0.04
O -1.510 1.020 -4.034  -0.10
H 3.891 3.889 -2.629  0.01
O 3.134 3.916 -3.265  -0.04
H -2.335 0.033 1.808  -0.01
H -3.567 -0.404 2.409  0.01
O -2.653 -0.276 2.682  -0.06
H -3.536 -1.661 0.341  -0.03
H -3.285 -3.001 -0.511  -0.01
O -3.292 -2.171 -0.313  0.10
H -1.194 -0.390 -0.226  0.09
H -0.950 0.610 0.922  -0.04
O -1.597 0.365 0.349  -0.06
H 0.149 -0.064 -6.611  0.00
H 0.926 0.826 -5.739  0.16
O -0.005 0.286 -5.789  -0.07
H 3.698 1.578 0.364  0.06
H 3.950 -0.075 0.316  0.01
O 3.602 0.705 0.750  -0.08
H 6.512 -1.826 -1.057  0.04
H 5.248 -2.420 -0.810  -0.02
O 5.651 -1.889 -1.390  0.04
H -5.168 0.820 0.097  0.03
O -4.862 0.314 0.820  0.02
H 0.630 -3.517 -4.163  -0.17
H 1.069 -4.795 -4.890  0.14
O 1.184 -4.110 -4.118  0.02
H -0.943 -0.369 4.553  0.07
O -0.215 -1.082 4.382  -0.08
H 0.550 5.341 0.766  0.02
H 0.355 6.013 2.007  0.04
O 1.009 5.438 1.609  -0.05
H 1.257 0.970 1.442  0.04
H 1.670 -0.064 0.335  0.05
O 0.940 0.630 0.555  -0.13
H 4.131 -0.825 -1.343  -0.01
H 2.648 -1.785 -1.267  0.06
O 3.256 -0.981 -1.109  -0.09
H 0.109 1.672 3.669  0.06
H -0.122 0.232 3.140  -0.03
O -0.153 1.127 2.935  -0.02
H -3.383 -1.361 -1.781  0.08
H -1.947 -1.081 -2.133  0.01
O -2.813 -1.144 -2.639  -0.13
H -4.697 1.282 -2.843  0.08
H -6.151 1.142 -2.968  0.02
O -5.523 1.030 -2.291  -0.05
H 4.075 -2.363 2.509  -0.01
H 5.057 -3.212 3.350  0.02
O 4.933 -2.759 2.530  -0.04
H -1.192 3.589 -1.240  0.03
H -1.799 3.088 0.251  0.08
O -1.103 3.624 -0.285  -0.08
H -2.451 0.019 -5.274  0.01
H -4.085 -0.219 -5.379  -0.07
O -3.305 -0.139 -5.765  -0.03
H -0.191 0.761 6.733  -0.01
H -0.874 -0.444 6.623  -0.02
O -1.014 0.430 6.664  0.06
H -0.087 0.508 -1.407  0.17
O -0.147 -0.542 -1.751  -0.21
H -0.396 -4.066 1.104  -0.01
H -0.116 -3.445 2.421  0.02
O 0.268 -3.870 1.690  -0.02
H -5.566 -0.130 1.140  0.00
H -3.601 1.457 4.657  0.01
H -0.636 -1.738 3.811  0.03
H -1.782 -4.183 -3.040  -0.08
H 2.836 4.728 -3.079  -0.06
H 0.848 -0.976 -1.800  0.14
O 4.694 4.530 1.132  -0.08
H 4.384 4.447 0.235  -0.02
H 3.884 4.660 1.729  0.07
O 2.225 -3.415 -1.793  0.04
H 2.735 -3.376 -2.635  0.10
H 1.924 -4.167 -1.642  -0.08
O 2.772 1.885 4.565  -0.03
H 3.040 2.870 4.790  0.15
H 3.252 1.173 4.833  0.00
O 5.770 1.146 1.586  -0.14
H 5.098 1.199 2.308  0.03
H 5.967 0.113 1.746  0.10
O -0.975 -2.401 -4.155  -0.09
H -1.866 -2.134 -3.953  0.00
H -0.454 -1.511 -4.187  0.09
O -4.223 3.807 -2.478  -0.01
H -3.737 3.985 -3.232  0.00
H -3.648 3.362 -1.887  -0.05
O -5.877 1.560 3.331  -0.12
H -5.206 1.022 3.872  0.02
H -5.882 1.121 2.404  0.03

## Properties
- E_tot: -3057.11579 a.u.
- Kohn-Sham gap: 8.7 eV
- Energy above the lowest of the compared OMol25 structures with the same formula, charge and spin: 402.6 kcal/mol
- Net charge: 0
- HOMO: -9.36 eV

No. 4
Here is 40 unconnected molecules or ions with the total composition H80O40 at a distorted geometry from the OMol25 dataset. Energies are from ωB97M-V with the def2-TZVPD basis set.

Each line ends with the Löwdin charge.
CARTESIAN COORDINATES (ANGSTROEM)
H -3.196 2.310 -0.170  0.07
H -2.021 1.717 0.707  0.04
O -2.766 2.373 0.702  -0.07
H -0.343 2.015 -2.295  0.18
H 0.228 2.461 -3.596  -0.09
O 0.592 2.075 -2.893  -0.09
H 4.999 -0.889 -2.053  0.09
H 3.787 -1.326 -1.102  -0.08
O 4.706 -1.438 -1.227  -0.09
H 0.177 -1.374 2.454  0.11
H 0.988 -2.230 3.523  0.08
O 0.735 -2.238 2.571  -0.10
H 2.518 -5.971 -1.046  0.00
H 1.812 -6.190 -2.543  -0.01
O 1.906 -5.784 -1.747  -0.01
H -0.743 -2.029 -3.822  0.05
O -1.021 -1.451 -3.080  -0.04
H -2.148 -2.008 0.511  0.12
O -1.872 -1.208 1.097  -0.10
H -2.368 -1.854 3.148  0.06
H -1.467 -0.556 3.554  -0.06
O -1.610 -1.442 3.645  -0.06
H 2.563 2.759 2.331  0.12
H 2.437 1.200 2.250  -0.06
O 1.945 1.956 2.041  -0.09
H 3.706 -4.999 1.157  0.05
H 4.072 -4.189 -0.064  0.07
O 3.925 -5.150 0.220  -0.07
H -4.990 1.188 0.792  0.06
H -6.099 1.901 0.115  -0.02
O -6.001 1.132 0.591  -0.04
H -2.911 0.486 5.084  0.09
O -3.363 1.264 4.565  -0.11
H 0.960 2.205 4.137  0.10
H 0.133 0.875 4.122  -0.04
O 0.206 1.662 4.547  -0.06
H -0.203 4.046 -4.110  0.14
H 1.016 3.662 -5.237  0.04
O 0.033 3.703 -5.110  -0.10
H 0.990 5.849 -1.701  -0.04
H 2.295 5.538 -1.449  -0.03
O 1.760 6.278 -1.514  0.00
H -2.795 -5.164 1.447  -0.01
H -2.505 -5.779 0.061  -0.03
O -3.228 -5.638 0.715  -0.11
H -5.278 -1.552 3.253  0.12
H -4.497 -1.418 1.910  0.06
O -4.542 -0.971 2.808  -0.11
H -2.729 5.913 1.237  -0.06
H -3.652 4.905 0.772  0.06
O -3.419 5.859 0.703  0.01
H -0.391 -6.795 -0.087  0.12
O -0.977 -6.065 -0.515  -0.09
H 2.171 0.628 -1.987  0.02
H 2.238 0.145 -0.615  0.07
O 2.684 0.069 -1.457  -0.01
H 3.985 0.746 3.979  0.05
O 4.094 1.054 2.998  -0.18
H 1.311 -3.206 -4.493  0.00
H 1.353 -2.805 -6.000  0.05
O 0.811 -3.199 -5.304  -0.05
H -0.949 6.874 0.430  0.05
H 0.376 6.696 0.233  0.03
O -0.237 6.510 0.945  -0.03
H -2.484 5.545 -2.760  0.09
H -2.275 4.702 -1.177  0.00
O -2.717 4.763 -2.113  -0.19
H -3.308 -1.429 -4.414  0.09
H -2.637 -2.731 -4.708  0.06
O -3.545 -2.390 -4.617  -0.07
H 2.927 -1.373 1.056  0.01
H 1.727 -2.216 1.249  0.07
O 2.249 -1.699 0.540  -0.10
H -1.362 3.714 0.301  0.05
H -0.268 4.942 0.251  0.03
O -0.806 4.311 -0.312  -0.13
H 2.382 -1.114 -2.454  0.03
H 2.974 -2.579 -2.029  0.09
O 2.446 -2.095 -2.778  -0.15
H -4.360 -0.955 -2.263  0.04
H -4.182 0.043 -1.205  0.08
O -3.591 -0.506 -1.851  -0.09
H -0.776 -3.238 2.738  -0.09
H -1.649 -3.431 1.651  0.07
O -1.286 -3.944 2.482  -0.06
H -2.027 1.201 2.218  0.04
H -1.252 2.371 3.074  0.11
O -1.138 1.495 2.599  -0.11
H 3.515 -0.806 3.071  0.04
O 2.915 -1.174 3.734  0.01
H -1.522 -0.132 -1.010  -0.02
H -0.074 -0.489 -0.691  0.04
O -0.695 0.240 -0.840  -0.02
H -0.250 -5.428 -0.686  0.03
H -0.270 -0.864 -3.048  0.02
H 4.563 1.956 3.328  0.15
H -1.380 -0.460 0.614  0.03
H -3.170 1.019 3.610  0.01
H 2.991 -2.034 3.887  -0.02
O 3.417 1.483 5.703  -0.09
H 2.958 0.686 6.268  0.14
H 3.022 2.307 5.773  -0.01
O 0.608 -2.651 -0.659  -0.13
H 0.081 -2.225 -1.369  0.01
H 1.645 -2.458 -0.781  0.06
O -4.702 -3.196 -2.534  -0.09
H -4.447 -4.070 -2.689  0.00
H -4.169 -2.499 -3.050  0.00
O 2.745 2.364 -4.189  0.02
H 2.507 2.916 -4.779  -0.08
H 3.512 1.771 -4.439  0.11
O 4.219 -0.573 -4.051  -0.11
H 3.646 -1.447 -4.156  0.10
H 5.067 -0.935 -4.326  0.04
O 2.254 3.890 -2.176  -0.10
H 2.851 3.472 -2.795  0.00
H 1.707 3.056 -1.950  0.06
O 0.851 -0.107 6.576  -0.15
H 1.041 -0.852 5.980  0.01
H 0.331 0.718 6.060  0.11

## Properties
- E_tot: -3057.17189 a.u.
- Kohn-Sham gap: 9.2 eV
- Energy above the lowest of the compared OMol25 structures with the same formula, charge and spin: 367.4 kcal/mol
- Net charge: 0
- HOMO: -9.93 eV